No. 1
A 12-piece molecular cluster, C41H79N7O17 overall at a distorted geometry. Source: OMol25; level of theory: wB97M-V/def2-TZVPD.

The spin multiplicity is 1. For the energy, the calculation gives -3272.03958 Eh. Its largest force on an atom is 4.7 eV/A.

Geometry as XYZ:
```
144
C41H79N7O17 wB97M-V/def2-TZVPD
O -0.39 2.56 -0.88
C -0.38 1.43 -0.40
C 0.42 0.89 0.77
C 0.22 -0.66 0.65
C -1.09 -0.78 -0.19
O -1.17 0.49 -0.88
H 1.47 1.19 0.69
H -0.02 1.41 1.62
H 1.08 -1.12 0.16
H 0.04 -1.22 1.56
H -1.06 -1.54 -0.97
H -1.96 -0.96 0.43
O -4.90 7.77 -5.47
C -5.03 7.27 -4.38
C -5.14 5.87 -3.94
C -4.86 5.90 -2.46
C -4.88 7.33 -2.07
O -4.95 8.08 -3.30
H -6.20 5.71 -4.13
H -4.46 5.28 -4.56
H -5.63 5.31 -1.95
H -3.92 5.48 -2.11
H -5.80 7.61 -1.55
H -4.02 7.70 -1.53
O 6.77 -3.86 -1.92
C 6.35 -2.95 -1.31
C 6.27 -2.75 0.20
C 6.09 -1.24 0.32
C 5.52 -0.83 -1.08
O 5.94 -1.84 -1.96
H 5.41 -3.33 0.53
H 7.19 -3.10 0.67
H 5.47 -0.74 1.07
H 7.05 -0.72 0.30
H 4.43 -0.78 -1.08
H 5.89 0.11 -1.48
O 0.28 -4.02 5.10
C 1.41 -4.44 5.38
C 1.88 -5.92 5.51
C 3.20 -5.70 6.18
C 3.64 -4.46 5.48
O 2.44 -3.67 5.58
H 1.16 -6.53 6.04
H 1.95 -6.41 4.54
H 3.15 -5.51 7.25
H 3.94 -6.48 6.00
H 4.40 -3.94 6.07
H 4.06 -4.53 4.48
O -3.24 -6.92 5.89
C -3.76 -6.42 4.86
C -4.57 -5.17 4.72
C -4.86 -5.12 3.22
C -4.60 -6.52 2.74
O -3.69 -7.01 3.71
H -5.40 -5.19 5.42
H -3.94 -4.29 4.90
H -5.91 -4.93 3.01
H -4.38 -4.37 2.59
H -5.55 -7.03 2.62
H -4.25 -6.41 1.72
C -7.32 -5.27 -1.73
N -6.31 -4.50 -2.47
C -5.27 -4.96 -3.21
C -4.71 -3.96 -4.17
O -4.90 -6.12 -3.26
H -7.70 -4.74 -0.86
H -6.92 -6.22 -1.39
H -8.11 -5.48 -2.44
H -6.39 -3.49 -2.46
H -3.75 -3.57 -3.82
H -5.43 -3.16 -4.36
H -4.49 -4.34 -5.17
C 0.14 8.11 -3.06
N 0.12 6.67 -3.45
C 0.41 6.18 -4.64
C 0.31 4.73 -4.86
O 0.71 6.95 -5.53
H 0.18 8.19 -1.97
H -0.80 8.55 -3.38
H 1.01 8.61 -3.48
H -0.17 5.95 -2.80
H 0.80 4.48 -5.80
H -0.73 4.38 -4.91
H 0.99 4.32 -4.12
C -6.25 1.32 2.35
N -5.67 2.64 2.26
C -4.44 3.03 2.66
C -4.12 4.56 2.48
O -3.60 2.24 3.06
H -5.80 0.56 1.70
H -7.29 1.42 2.05
H -6.37 0.95 3.37
H -6.30 3.26 1.77
H -3.24 4.62 1.84
H -3.89 5.00 3.46
H -5.00 5.08 2.12
C 4.87 1.02 5.58
N 4.22 2.33 5.70
C 3.97 3.22 4.71
C 3.08 4.46 5.07
O 4.34 2.98 3.56
H 4.20 0.46 4.92
H 5.00 0.55 6.55
H 5.83 1.12 5.07
H 3.99 2.49 6.67
H 3.62 5.37 4.82
H 2.94 4.50 6.15
H 2.12 4.43 4.56
C 3.66 6.70 0.30
N 4.74 5.68 0.17
C 5.87 5.87 -0.46
C 6.74 4.67 -0.40
O 6.25 6.92 -0.98
H 3.71 7.50 -0.43
H 3.66 7.14 1.30
H 2.69 6.24 0.13
H 4.62 4.81 0.67
H 6.56 3.97 0.43
H 7.76 5.00 -0.23
H 6.59 4.18 -1.36
C 1.35 -0.99 -4.62
N 1.29 -0.30 -5.88
C 0.23 -0.17 -6.66
C 0.48 0.43 -8.02
O -0.89 -0.50 -6.29
H 1.30 -0.20 -3.88
H 2.27 -1.56 -4.47
H 0.44 -1.58 -4.47
H 2.16 0.15 -6.16
H 0.95 -0.30 -8.68
H 1.23 1.18 -7.78
H -0.41 0.90 -8.44
C 3.45 -7.54 -1.11
N 2.18 -7.40 -0.44
C 1.59 -6.22 -0.31
C 0.13 -6.33 0.20
O 2.06 -5.15 -0.70
H 3.29 -7.28 -2.16
H 3.57 -8.62 -1.11
H 4.25 -7.01 -0.58
H 1.65 -8.18 -0.08
H -0.56 -5.99 -0.57
H 0.17 -5.59 1.00
H -0.06 -7.34 0.57
```

No. 2
A 7-piece molecular cluster, C41H80N2O20S8 overall at a distorted geometry. Source: OMol25; level of theory: wB97M-V/def2-TZVPD.

The spin multiplicity is 1. For the energy, the calculation gives -6409.94347 Eh. Its largest force on an atom is 1.9 eV/A.

Geometry as XYZ:
```
151
C41H80N2O20S8 wB97M-V/def2-TZVPD
C -5.15 -0.59 -4.43
C -3.63 -0.67 -4.28
C -3.09 -1.90 -3.51
C -4.02 -3.12 -3.57
C -2.82 -1.59 -2.04
C -3.59 -0.68 -1.39
C -3.41 -0.41 -0.06
C -2.44 -1.08 0.60
C -1.64 -1.99 -0.06
C -1.79 -2.26 -1.39
C -0.92 -3.30 -2.03
S -0.43 -2.78 0.95
C -1.37 -3.07 2.42
C -1.24 -4.24 3.17
C -0.26 -5.35 2.79
C -0.86 -6.74 2.98
C -2.18 -6.91 2.24
O -2.16 -8.15 1.53
C -2.06 -4.36 4.30
C -2.98 -3.35 4.65
S -3.98 -3.61 6.11
C -3.09 -2.17 3.90
C -4.06 -1.05 4.21
C -5.27 -1.14 3.26
C -6.31 -2.21 3.65
N -6.33 -3.33 2.69
C -2.25 -2.05 2.78
N -2.30 -0.85 2.00
O -1.11 -0.08 2.24
H -5.52 -1.41 -5.04
H -5.64 -0.70 -3.46
H -5.46 0.36 -4.85
H -3.23 0.26 -3.88
H -3.23 -0.75 -5.30
H -2.14 -2.14 -3.97
H -3.53 -3.94 -3.06
H -4.25 -3.41 -4.59
H -4.93 -2.92 -3.01
H -4.41 -0.17 -1.87
H -4.06 0.29 0.44
H -1.21 -4.28 -1.65
H -1.00 -3.34 -3.11
H 0.12 -3.16 -1.75
H 0.62 -5.22 3.42
H -0.02 -5.21 1.74
H -0.15 -7.46 2.59
H -0.95 -6.97 4.04
H -3.00 -6.88 2.96
H -2.34 -6.09 1.55
H -3.07 -8.37 1.34
H -1.97 -5.25 4.90
H -4.37 -4.86 5.84
H -3.55 -0.13 3.94
H -4.37 -1.04 5.25
H -4.89 -1.44 2.28
H -5.74 -0.16 3.12
H -6.08 -2.54 4.66
H -7.29 -1.75 3.65
H -5.78 -4.10 3.04
H -7.27 -3.69 2.60
H -1.43 0.73 2.67
C -1.12 4.20 7.29
C -2.53 3.64 7.43
O -3.45 4.23 6.49
S -3.39 3.73 4.98
C -4.91 4.43 4.45
O -3.48 2.30 4.97
O -2.31 4.38 4.31
H -0.67 3.90 6.35
H -0.50 3.83 8.10
H -1.14 5.29 7.32
H -2.54 2.56 7.33
H -2.93 3.88 8.41
H -5.73 3.96 5.00
H -5.00 4.23 3.39
H -4.89 5.50 4.64
C -0.47 1.20 -1.43
C 1.04 1.16 -1.54
O 1.48 0.96 -2.90
S 1.48 2.21 -3.87
C 2.39 1.49 -5.18
O 2.26 3.24 -3.25
O 0.14 2.47 -4.32
H -0.84 2.10 -1.92
H -0.79 1.23 -0.39
H -0.96 0.34 -1.88
H 1.50 2.05 -1.13
H 1.43 0.31 -0.97
H 3.39 1.26 -4.83
H 2.43 2.22 -5.99
H 1.88 0.60 -5.52
C 8.86 4.28 -1.73
C 8.17 4.02 -3.05
O 6.74 4.23 -2.99
S 6.21 5.73 -3.02
C 4.53 5.36 -3.36
O 6.81 6.40 -4.14
O 6.33 6.29 -1.71
H 8.82 5.34 -1.46
H 9.91 3.98 -1.79
H 8.38 3.71 -0.93
H 8.60 4.63 -3.85
H 8.29 2.98 -3.34
H 4.47 4.89 -4.34
H 3.98 6.30 -3.36
H 4.15 4.71 -2.59
C 6.65 -4.66 2.16
C 5.58 -4.14 1.22
O 4.35 -3.81 1.90
S 4.30 -2.46 2.73
C 2.56 -2.39 2.96
O 4.70 -1.38 1.88
O 4.94 -2.66 4.00
H 6.99 -3.88 2.84
H 7.51 -5.01 1.59
H 6.26 -5.48 2.76
H 5.93 -3.26 0.66
H 5.32 -4.90 0.50
H 2.09 -2.28 1.99
H 2.35 -1.52 3.58
H 2.23 -3.29 3.46
C -1.89 2.02 -7.62
C -3.28 1.42 -7.53
O -4.17 1.93 -8.54
S -4.02 1.36 -10.01
C -5.54 1.98 -10.65
O -4.07 -0.07 -9.96
O -2.94 2.02 -10.67
H -1.38 1.70 -8.53
H -1.29 1.71 -6.77
H -1.95 3.11 -7.65
H -3.24 0.33 -7.58
H -3.72 1.69 -6.57
H -6.36 1.50 -10.12
H -5.57 1.73 -11.70
H -5.56 3.06 -10.51
C 6.91 1.38 4.76
C 6.10 1.55 3.49
O 5.85 2.94 3.18
S 7.03 3.79 2.54
C 6.05 5.17 2.04
O 7.52 3.11 1.38
O 7.93 4.21 3.57
H 7.93 1.75 4.64
H 6.95 0.33 5.04
H 6.46 1.94 5.58
H 6.58 1.05 2.65
H 5.12 1.10 3.62
H 5.34 4.85 1.28
H 6.73 5.92 1.63
H 5.54 5.57 2.91
```

No. 3
C41H81Li5O17P as an isolated structure at a distorted geometry. Source: OMol25; level of theory: wB97M-V/def2-TZVPD.

The spin multiplicity is 1. For the energy, the calculation gives -3269.18299 Eh. As for the charge: +1. Its largest force on an atom is 4.2 eV/A.

Geometry as XYZ:
```
145
C41H81Li5O17P wB97M-V/def2-TZVPD
Li -0.68 -1.86 1.28
Li -1.09 1.99 -1.60
Li -0.52 -1.59 -1.98
Li -2.73 -0.37 -0.04
Li -0.71 1.82 1.41
P -0.34 0.06 -0.20
O -1.40 0.07 -1.34
O 0.27 1.43 -0.19
O 0.40 -1.24 -0.33
O -1.18 -0.01 1.06
O -3.24 -4.47 -0.57
C -2.41 -3.43 -0.71
O -1.78 -3.21 -1.76
O -2.35 -2.58 0.23
H -3.06 -4.88 -1.42
C 3.35 2.82 -2.34
C 4.63 2.83 -3.16
C 5.20 1.43 -2.90
O 4.03 0.66 -2.92
C 2.90 1.33 -2.47
H 2.62 3.51 -2.76
H 3.66 3.01 -1.31
H 5.38 3.54 -2.81
H 4.45 2.94 -4.23
H 5.60 1.38 -1.88
H 5.93 1.01 -3.59
H 2.57 0.93 -1.51
H 2.12 1.15 -3.20
C 4.03 -1.82 -0.20
C 5.27 -2.30 0.52
C 5.65 -1.00 1.20
O 4.41 -0.56 1.70
C 3.36 -0.87 0.82
H 3.43 -2.68 -0.50
H 4.23 -1.30 -1.14
H 6.01 -2.79 -0.12
H 5.10 -3.09 1.26
H 6.07 -0.28 0.50
H 6.26 -1.27 2.06
H 3.09 0.04 0.29
H 2.49 -1.27 1.34
C 0.35 5.41 0.08
C 1.72 5.81 -0.47
C 2.64 5.46 0.74
O 1.78 5.37 1.89
C 0.44 5.73 1.58
H 0.11 4.35 0.01
H -0.46 5.95 -0.40
H 1.76 6.87 -0.74
H 2.06 5.17 -1.27
H 3.40 6.23 0.90
H 3.15 4.50 0.66
H 0.37 6.80 1.74
H -0.25 5.24 2.26
C -1.40 1.75 -5.71
C -1.80 3.11 -5.24
C -0.77 3.43 -4.15
O -0.57 2.13 -3.52
C -0.62 1.09 -4.55
H -0.74 1.82 -6.57
H -2.23 1.09 -5.96
H -2.80 3.15 -4.82
H -1.70 3.89 -6.00
H -1.11 4.17 -3.43
H 0.15 3.90 -4.49
H -1.12 0.15 -4.31
H 0.41 0.83 -4.80
C -5.02 0.46 3.55
C -5.81 -0.60 2.86
C -5.38 -0.51 1.44
O -4.01 -0.04 1.48
C -3.92 0.89 2.55
H -4.49 -0.05 4.36
H -5.62 1.32 3.85
H -6.90 -0.49 2.88
H -5.56 -1.63 3.11
H -5.91 0.22 0.84
H -5.40 -1.49 0.96
H -4.20 1.87 2.16
H -2.88 0.81 2.88
C 2.47 -4.58 2.41
C 2.15 -5.07 1.01
C 0.98 -4.20 0.57
O 0.47 -3.65 1.79
C 1.08 -4.28 2.94
H 2.97 -3.61 2.36
H 2.98 -5.28 3.06
H 1.84 -6.11 1.10
H 3.03 -5.12 0.37
H 0.28 -4.78 -0.02
H 1.40 -3.39 -0.04
H 0.47 -5.15 3.20
H 1.06 -3.63 3.82
C 2.12 -3.62 -3.12
C 0.91 -4.16 -3.88
C 0.37 -2.90 -4.54
O 0.71 -1.84 -3.59
C 2.03 -2.06 -3.16
H 3.06 -3.93 -3.59
H 2.14 -3.98 -2.09
H 0.11 -4.57 -3.27
H 1.11 -4.91 -4.66
H -0.70 -3.00 -4.71
H 0.71 -2.65 -5.54
H 2.33 -1.53 -2.26
H 2.71 -1.55 -3.84
C -0.73 -1.94 5.62
C -2.16 -2.08 5.28
C -2.23 -2.35 3.76
O -0.98 -1.74 3.33
C -0.27 -1.13 4.42
H -0.17 -2.85 5.84
H -0.64 -1.31 6.50
H -2.59 -1.14 5.62
H -2.49 -2.91 5.90
H -3.12 -1.96 3.27
H -2.11 -3.41 3.53
H -0.42 -0.06 4.58
H 0.78 -1.31 4.20
C 2.59 2.48 3.64
C 1.76 2.40 4.91
C 0.39 2.71 4.29
O 0.37 2.15 2.98
C 1.70 1.83 2.56
H 3.51 1.91 3.79
H 2.81 3.50 3.35
H 2.15 3.12 5.62
H 1.85 1.38 5.28
H 0.26 3.79 4.21
H -0.49 2.40 4.86
H 2.05 2.18 1.59
H 1.95 0.78 2.69
C -5.99 -0.57 -2.99
C -6.23 0.70 -2.19
C -4.85 1.08 -1.66
O -4.29 -0.20 -1.33
C -4.92 -1.25 -2.11
H -5.64 -0.33 -3.99
H -6.90 -1.17 -3.06
H -6.86 0.50 -1.32
H -6.72 1.57 -2.64
H -4.86 1.68 -0.75
H -4.27 1.56 -2.45
H -5.45 -1.94 -1.45
H -4.25 -1.75 -2.81
```